An isolated molecule of C4H5N3O2. Source: OMol25; level of theory: ωB97M-V/def2-TZVPD.

The spin multiplicity is 3. Its energy above the lowest of the compared OMol25 structures with the same formula, charge and spin is 533.4 kJ/mol. The lowest unoccupied orbital energy (spin up / spin down) is -0.80 / -2.87 eV. The gap between HOMO and LUMO (spin up / spin down) is 6.6 / 6.7 eV. The value obtained for the calculated total energy is -12783.4056 eV.

XYZ file:
```
14
C4H5N3O2 | OMol25 | ωB97M-V/def2-TZVPD
C 0.687 0.063 -0.188
C -1.370 0.313 -0.217
C 0.879 1.457 -0.060
C 1.388 -1.204 -0.062
N -1.347 1.576 -0.217
N -0.329 2.277 -0.076
N -2.196 -0.799 0.055
O -1.700 -1.881 0.012
O -3.381 -0.562 0.368
H 0.995 1.365 1.003
H 1.774 2.060 -0.409
H 1.090 -1.848 -0.967
H 1.013 -1.760 0.847
H 2.498 -1.057 -0.089
```